# 1
103
Properties=species:S:1:pos:R:3 method="wB97M-V/def2-TZVPD" charge=0 e_tot_ha=-2889.30781 lumo_ha=0.003 orbital_gap_ev=9.17 smiles="CC(=O)NCCCCNC(=O)OOB(O)O.NC(N)=O.NC(N)=O.NC(N)=O.NC(N)=O.NC(N)=O.NC(N)=O.NC(N)=O.NC(N)=O.NC(N)=O" homo_ev=-9.09
C 4.273 3.127 8.521
H -1.750 -7.916 -4.036
H 0.667 1.952 -0.863
H 2.912 1.933 -2.260
H 3.761 4.728 9.667
H 3.055 3.374 0.453
H 6.309 2.703 8.273
H -1.483 -2.591 -0.850
H -2.743 -2.716 -4.107
O 3.138 2.785 8.251
C -5.769 1.741 -1.784
O -2.934 -0.736 -1.625
H 0.640 2.977 0.555
H 4.207 3.006 -1.736
H 5.190 1.631 7.501
N -5.804 0.387 -1.634
H 0.449 -5.153 -4.342
H 3.879 -1.008 1.568
H 1.513 1.371 1.879
H 0.368 -6.879 -4.261
O 2.744 -2.242 -6.453
H -7.840 1.830 -2.145
N -3.025 -1.912 -3.571
O -1.890 -4.017 5.848
N -0.098 -5.991 -4.254
H 3.206 1.671 4.861
O -7.396 2.606 -6.096
H 5.472 4.509 9.548
H 0.208 -2.832 5.203
C -2.616 -1.721 -2.287
O 3.631 -0.651 6.985
N 0.646 -1.510 -5.992
N 1.476 1.103 0.901
H 2.952 -2.060 -2.958
H -6.655 -0.138 -1.697
H -0.256 0.076 -2.683
N -6.977 2.333 -2.052
C -1.914 1.340 3.828
N 5.365 2.447 8.061
N -1.810 -2.699 -1.793
N -2.890 -2.619 4.369
C 3.468 2.278 -1.380
C 2.517 2.998 -0.425
C 1.556 -2.211 -6.727
O -4.745 2.403 -1.716
H -0.527 -1.750 4.074
N -2.165 -7.004 -4.033
C -6.782 3.626 -5.834
N -0.613 -2.509 4.727
H -3.160 -6.919 -3.944
N 1.042 -2.891 -7.802
N 4.545 4.215 9.311
N -5.955 3.726 -4.752
C -1.447 -5.853 -4.139
N -2.418 0.660 2.751
H 1.687 -3.413 -8.364
H -6.981 3.328 -2.170
O -0.821 1.092 4.306
H -1.842 -0.067 2.360
C 4.900 -0.884 1.186
H 2.384 1.437 6.367
H -6.386 5.603 -6.413
H -2.838 -1.872 3.703
H 2.153 3.891 -0.949
H -2.384 2.834 5.123
H -5.858 2.914 -4.171
N -6.881 4.754 -6.607
N 4.720 -0.324 5.021
H 5.899 1.882 0.059
H 4.875 0.200 4.177
O 0.382 -0.440 -0.469
C -1.795 -3.110 5.039
N 3.057 1.126 5.689
C 4.207 1.085 -0.772
O 0.611 -0.063 -3.089
H -3.311 0.856 2.340
H 5.551 -1.514 1.792
H -3.625 2.544 3.953
H 5.275 -1.140 5.194
H -5.439 4.553 -4.519
O 1.618 -0.923 -1.049
H -4.939 -0.105 -1.460
C 1.256 2.258 0.003
C 0.638 0.027 0.816
N -2.723 2.323 4.330
N 5.010 1.514 0.385
C 5.321 0.556 1.370
H 4.845 0.653 -1.555
H -1.533 -3.501 -2.335
B 1.396 -0.974 -2.436
O 0.085 -0.499 1.749
O -1.984 -4.750 -4.131
O 2.007 -1.982 -3.138
C 3.783 0.006 5.968
H -3.626 -1.219 -3.977
H 0.072 -2.883 -8.050
O 5.937 0.899 2.369
H 4.898 -1.193 0.143
H -7.483 4.709 -7.407
H -0.333 -1.484 -6.205
H 3.480 0.337 -0.469
H 0.982 -1.011 -5.187
H -3.776 -3.038 4.573


# 2
83
Properties=species:S:1:pos:R:3 method="wB97M-V/def2-TZVPD" charge=0 multiplicity=3 e_tot_ha=-2124.54969 lumo_ha="-0.053 / -0.053" orbital_gap_ev="6.53 / 6.54" homo_ev="-7.98 / -7.99" e_above_lowest_kj_mol=8.3
O -14.834 -4.262 -1.656
H -21.815 5.416 1.327
C -12.331 2.324 -1.336
H -19.737 3.055 -4.007
H -12.920 1.822 0.629
H -15.086 5.590 4.296
C -15.213 4.521 4.503
H -14.871 4.863 6.391
H -15.430 4.039 -2.764
H -18.264 -0.168 -3.787
H -15.335 2.195 1.098
C -16.242 4.713 -3.048
C -16.077 1.445 0.749
S -15.217 -3.011 -2.300
H -13.322 2.692 -1.621
H -16.432 2.607 -1.030
O -12.416 0.952 -1.729
C -19.889 2.512 -3.064
H -12.214 3.467 0.497
C -14.876 0.397 -4.333
H -17.735 1.568 -0.610
H -11.572 0.483 -1.732
H -20.262 1.475 3.139
H -19.194 0.247 1.100
H -16.473 1.694 -5.236
H -19.128 4.301 2.072
H -12.229 -2.162 1.155
H -13.800 0.302 -4.458
H -19.959 -0.095 4.028
H -21.335 4.938 2.957
H -20.345 0.686 -4.162
O -15.188 0.618 -2.943
C -16.990 2.244 -0.163
H -16.045 1.060 -2.909
H -16.039 5.672 -1.068
O -16.165 -3.191 -3.391
O -15.748 -2.063 -1.250
O -14.009 -2.265 -2.735
H -16.702 2.979 3.964
O -18.368 0.793 -3.790
C -16.360 3.974 3.683
C -21.147 4.768 1.901
H -17.224 4.244 -3.053
H -20.907 2.729 -2.745
H -19.439 -2.043 2.723
H -14.298 6.498 -2.232
H -16.039 5.066 -4.061
H -14.927 1.459 -6.142
H -21.513 3.760 1.664
Pd -14.059 -0.591 -1.413
H -19.124 2.994 -2.454
C -19.711 1.048 -3.344
H -17.477 3.111 0.286
C -12.139 2.424 0.171
H -12.161 -2.049 -0.716
C -19.760 -0.220 1.908
H -12.615 -0.486 0.298
O -15.160 6.834 -2.492
B -12.747 -1.652 0.230
O -19.008 -1.477 2.073
H -17.116 6.488 -2.224
H -16.044 4.048 2.640
C -19.715 4.955 1.416
O -15.419 0.373 0.174
O -15.491 4.326 5.887
H -11.131 2.126 0.460
H -15.321 -0.547 -4.654
H -16.532 1.191 1.733
H -19.469 4.808 0.367
H -14.285 4.013 4.214
H -15.070 2.524 -4.742
C -16.187 5.917 -2.127
O -19.369 6.304 1.780
H -20.760 -0.480 1.566
C -19.667 0.564 3.215
H -11.623 2.923 -1.914
C -15.394 1.565 -5.160
H -18.637 0.908 3.300
Sr -16.636 -1.908 0.943
H -18.500 6.321 2.187
H -13.843 -2.109 0.220
H -20.013 0.425 -2.492
H -17.254 4.599 3.783


# 3
80
Properties=species:S:1:pos:R:3 method="wB97M-V/def2-TZVPD" charge=0 e_tot_ha=-1919.20871 lumo_ha=0.006 orbital_gap_ev=7.29 homo_ev=-7.14 e_above_lowest_kj_mol=3568.3
H -1.129 1.622 -0.499
O 1.438 -3.180 1.948
H -2.941 -1.646 -1.923
N -0.805 2.638 -3.359
H 0.082 0.224 -4.040
H 0.079 3.444 -0.322
O 2.700 0.199 1.585
C -1.762 3.617 -1.541
C -0.929 -1.305 0.547
H 2.383 1.060 -1.574
H -0.847 -2.384 0.679
H -3.511 0.075 2.587
C 1.357 -3.181 0.486
H 0.505 1.790 -1.056
H 2.174 -1.684 2.011
C -4.113 -1.573 0.533
H -1.946 -1.009 0.290
H 3.375 -0.294 -0.774
O 3.456 2.529 -0.664
H 0.218 -1.962 4.381
H 1.077 2.322 -2.544
H -1.843 -0.447 -1.397
H 1.987 3.171 2.080
H 2.256 -3.534 -0.019
H 0.721 2.025 1.717
C -2.540 -0.122 2.131
C -0.468 3.269 -1.236
H 1.433 -1.033 -0.665
O 1.680 -0.591 0.137
O 1.884 -1.367 -1.444
H -5.010 -2.147 0.763
H -1.502 -2.050 4.680
H 2.162 -0.003 0.816
H 1.469 2.454 -1.194
H 1.399 -4.088 2.256
C 3.179 -1.330 -1.047
H -0.997 -3.188 -1.601
H 3.800 -1.678 1.386
H 0.563 -3.833 0.121
H -2.530 4.052 -0.919
H 3.475 -1.938 -0.192
H 1.711 4.199 0.317
H -0.723 -0.980 1.567
C -2.031 3.141 -2.827
H -2.961 3.154 -3.375
O -0.893 -1.859 2.676
H -2.438 -1.172 1.855
H -0.334 -0.747 -2.589
H -3.221 -1.740 1.137
H -3.336 0.234 0.604
C 0.966 3.087 1.706
H -4.844 0.078 -0.302
O 1.647 -0.720 -3.321
C -0.750 -1.613 4.023
H -0.606 2.160 -4.226
C 2.242 1.801 -0.787
O 0.895 3.725 0.496
H -1.761 0.176 2.833
H 3.562 -1.107 2.947
H 1.961 -1.212 -2.559
C 0.086 2.704 -2.352
H 1.304 -2.116 0.260
H 3.154 3.271 -0.134
O -2.514 0.564 0.975
O -4.436 -0.183 0.527
S 0.309 -0.430 -0.493
H 0.140 3.450 2.317
O -1.253 -2.420 -1.084
H 0.631 0.637 -2.297
C 3.088 -1.091 1.966
H 2.074 1.308 0.170
C -1.874 -1.428 -1.872
C -0.098 1.370 -0.250
H 3.808 -1.518 -1.918
H -1.524 -1.315 -2.897
H 0.259 1.769 0.699
H -3.766 -1.929 -0.438
C 0.418 -0.113 -3.059
H -0.679 -0.601 4.421
H -0.191 -1.460 2.158


# 4
86
Properties=species:S:1:pos:R:3 method="wB97M-V/def2-TZVPD" charge=0 e_tot_ha=-1994.88478 lumo_ha=0.000 orbital_gap_ev=10.06 smiles=OCCO.OCCO.OCCO.OCCO.OCCO.OCCO.OCCO.OCCO.O.O homo_ev=-10.06 e_above_lowest_kj_mol=249.2
O -17.854 9.323 -16.872
H -6.758 11.784 -19.062
H -12.612 10.522 -12.888
H -10.054 10.140 -22.609
H -9.553 11.579 -21.777
H -15.043 5.848 -13.530
C -12.535 4.077 -16.767
O -12.320 15.088 -18.879
C -8.449 11.197 -16.986
H -16.507 13.120 -12.251
O -13.923 4.510 -16.600
H -12.463 17.087 -18.236
H -10.586 17.901 -19.048
H -14.988 13.714 -13.916
H -12.343 6.821 -16.580
H -14.354 4.321 -17.436
C -10.435 11.008 -22.070
O -15.286 6.033 -12.620
H -15.473 10.606 -21.601
H -14.950 7.144 -10.200
H -12.212 11.131 -23.292
H -12.500 10.490 -14.397
O -16.902 13.295 -13.108
C -19.695 7.925 -15.957
H -12.269 3.893 -15.726
H -15.602 9.628 -23.008
O -11.214 10.359 -21.035
O -11.530 6.324 -16.461
H -17.722 11.857 -22.016
H -7.791 13.295 -17.024
H -14.928 9.528 -10.172
H -16.626 12.208 -23.290
C -11.322 11.726 -23.085
H -14.624 9.857 -17.070
O -11.972 10.502 -13.599
C -11.725 16.323 -18.481
H -11.243 16.159 -17.518
H -12.946 14.773 -18.223
O -8.527 9.981 -17.785
C -17.109 11.376 -22.779
O -13.672 9.783 -16.998
O -11.541 12.997 -22.492
H -17.555 10.512 -24.457
H -16.041 7.965 -11.223
H -12.467 3.144 -17.328
H -17.844 9.288 -21.870
H -19.751 7.324 -15.048
H -10.737 4.810 -17.557
H -8.670 9.230 -17.205
O -18.048 10.885 -23.722
O -16.942 9.271 -21.543
C -7.964 12.433 -17.669
O -20.624 8.946 -16.009
H -8.611 12.732 -18.494
H -13.395 6.788 -12.206
C -16.569 14.615 -15.167
H -13.342 10.104 -17.837
H -9.480 11.367 -16.677
C -14.439 7.097 -12.249
H -17.640 14.748 -15.015
C -16.205 10.184 -22.290
H -12.209 5.487 -18.271
H -16.714 12.813 -16.095
H -16.087 15.556 -15.433
H -18.190 9.061 -14.913
H -20.586 9.390 -16.859
H -7.821 10.997 -16.117
H -15.864 15.037 -13.160
O -16.132 13.575 -16.140
H -14.457 7.839 -13.047
H -9.800 16.403 -19.389
O -6.671 12.259 -18.232
O -14.345 9.062 -10.776
H -19.718 7.298 -16.848
C -15.979 14.145 -13.775
C -11.718 5.230 -17.332
H -10.643 10.029 -20.338
H -10.896 12.023 -24.043
C -14.974 7.811 -11.062
C -10.751 16.924 -19.502
O -11.238 17.044 -20.789
H -11.885 12.799 -21.618
H -11.431 16.158 -21.107
H -18.177 8.828 -17.629
H -17.634 7.652 -15.881
C -18.293 8.520 -15.854


no.,strongest force on any atom (eV/A)
1,1.3
2,3.3
3,16.4
4,3.4